Here is the molecule C7H15B at a distorted geometry from the Open Molecules 2025 dataset. Energies are from ωB97M-V with the def2-TZVPD basis set.

Atoms and positions in Å:
1 B -0.59101 0.43463 -0.17875
2 C -0.08194 0.46325 -1.76225
3 C 1.11662 -0.53165 -1.66630
4 C 1.71091 -0.55796 -0.26694
5 C 0.59808 0.03958 0.61623
6 C -1.56794 1.61624 0.22889
7 C -1.31159 -1.12510 0.35785
8 C 0.89093 -0.09880 2.01831
9 H -0.69762 -0.03424 -2.61138
10 H 0.31623 1.42152 -2.04171
11 H 0.67682 -1.39957 -1.89746
12 H 1.74991 -0.38637 -2.43450
13 H 1.90536 -1.52943 -0.05324
14 H 2.50713 0.13577 -0.27903
15 H -1.32638 2.64322 -0.13903
16 H -1.67230 1.82161 1.36055
17 H -2.69530 1.48262 0.08403
18 H -2.07836 -1.28705 -0.45767
19 H -1.65605 -0.90291 1.32976
20 H -0.72505 -1.93024 0.22321
21 H 1.40240 -0.90430 2.41569
22 H -0.09635 -0.03431 2.70243
23 H 1.62549 0.66350 2.45130

Forces on the atoms, in the same order (eV/Å):
-1.4 1.5 -1.8
0.0 -2.4 0.1
-1.5 2.5 1.9
-3.3 2.7 -1.6
2.0 -1.8 -0.6
-2.4 1.4 2.5
-0.9 2.8 -2.3
-2.6 2.8 3.9
0.4 1.5 1.4
-0.3 0.7 -0.3
-1.4 -3.8 -0.4
2.8 0.7 -2.4
1.4 -2.7 1.3
1.4 0.5 0.6
0.0 -0.9 -0.2
0.7 -0.5 -1.1
1.4 -0.1 -0.7
0.5 0.8 1.1
-0.7 -0.3 0.9
2.2 -3.0 0.4
0.9 -2.6 -0.2
2.1 0.3 -1.5
-1.2 -0.1 -1.0

Summary:
Energy relative to the best compared isomer or geometry (same formula, charge and spin) = 85.76 kcal per mole
HOMO level = -9.359 eV
Frontier orbital gap = 9.41 eV
Energy = -300.43678 Ha
Net charge = 0
2S+1 = 1
Lowest unoccupied orbital energy = 0.0 eV

Results of the Löwdin charge analysis, in e, for atoms 1 through 4: B -0.705; C -0.083; C -0.215; C -0.095